Formula: C61H81FN11O4P
Source: the OMol25 dataset
Level of theory: ωB97M-V/def2-TZVPD

## Properties
structure (SMILES)	CCCOCc1c([C@@H](F)CC)cc2c(c1P(C)C)C(=O)N(COCCC)C2=O.c1cc[nH]c1.c1cc[nH]c1.c1cc[nH]c1.c1cc[nH]c1.c1cc[nH]c1.c1cc[nH]c1.c1cc[nH]c1.c1cc[nH]c1.c1cc[nH]c1.c1cc[nH]c1
gap between HOMO and LUMO	0.282	Ha
charge	0

```
159
C61H81FN11O4P | the OMol25 dataset | ωB97M-V/def2-TZVPD
C 2.0244 0.5142 0.2785
C 0.8014 0.6870 1.1693
C 1.1446 0.1583 2.5535
O 0.0338 -0.4387 3.2106
C -0.3886 0.2059 4.3885
C -0.8286 1.6443 4.1793
C -0.1186 2.6757 4.8137
C 1.0504 2.4229 5.7459
F 1.9177 3.5190 5.6606
C 0.6512 2.3049 7.2047
C -0.4302 1.2803 7.5244
C -0.4727 4.0133 4.6305
C -1.5493 4.2862 3.8280
C -2.2684 3.2772 3.1935
C -1.9459 1.9269 3.3489
P -2.8701 0.5315 2.6071
C -4.0712 -0.0445 3.8595
C -3.7614 0.9596 1.0746
C -3.3551 3.9979 2.4547
O -3.8814 3.7655 1.4070
N -3.5314 5.2283 3.1671
C -4.4233 6.2325 2.5982
O -5.7246 6.1003 3.0800
C -6.4970 5.0561 2.4999
C -6.7947 5.1945 1.0217
C -7.8433 4.1381 0.6647
C -2.2020 5.5871 3.5167
O -1.7308 6.6835 3.4473
H 1.8196 0.8907 -0.7219
H 2.2098 -0.5577 0.2048
H 2.8943 1.0096 0.7078
H -0.0106 0.0647 0.7872
H 0.4267 1.7117 1.1959
H 1.8661 -0.6530 2.4187
H 1.6053 0.9252 3.1816
H 0.4072 0.1408 5.1319
H -1.2273 -0.3646 4.7890
H 1.6287 1.5600 5.4195
H 1.5517 2.0334 7.7583
H 0.3430 3.2922 7.5512
H -1.3542 1.4770 6.9809
H -0.1018 0.2604 7.3243
H -0.6556 1.3272 8.5886
H 0.0772 4.8083 5.1098
H -4.6571 0.7332 4.3520
H -3.4988 -0.5634 4.6273
H -4.7240 -0.7853 3.4023
H -3.0928 1.4528 0.3770
H -4.6303 1.6033 1.2061
H -4.1217 0.0107 0.6794
H -4.3733 6.1920 1.5085
H -4.0636 7.2051 2.9220
H -7.4373 5.0704 3.0525
H -6.0442 4.0779 2.6854
H -5.9106 5.0000 0.4169
H -7.2241 6.1708 0.8003
H -7.5413 3.1502 1.0158
H -8.8010 4.3908 1.1213
H -7.9984 4.0711 -0.4105
C 6.4306 -0.3383 1.2387
C 6.6955 -0.6059 -0.1332
C 5.8256 -1.5880 -0.5290
N 5.0571 -1.9276 0.5461
C 5.4112 -1.1699 1.6237
H 6.9298 0.3837 1.8640
H 7.4354 -0.1279 -0.7532
H 5.6822 -2.0761 -1.4779
H 4.3345 -2.6257 0.5463
H 4.9010 -1.2873 2.5649
C 1.9976 -1.8753 -3.3364
C 1.8945 -2.7162 -2.1978
C 0.6276 -3.2375 -2.1891
N -0.0367 -2.7421 -3.2757
C 0.7909 -1.9116 -3.9810
H 2.8624 -1.3115 -3.6411
H 2.6639 -2.9157 -1.4689
H 0.1433 -3.9151 -1.5047
H -0.9855 -2.9563 -3.5202
H 0.4539 -1.4233 -4.8788
C -7.0897 -3.4272 -1.1354
C -5.7512 -3.3477 -0.6621
C -5.7733 -2.6384 0.5086
N -7.0711 -2.2863 0.7593
C -7.8793 -2.7628 -0.2359
H -7.4323 -3.9170 -2.0310
H -4.8738 -3.7659 -1.1261
H -4.9789 -2.3597 1.1804
H -7.3840 -1.7570 1.5515
H -8.9415 -2.5912 -0.2191
C 5.0731 -1.4451 7.2128
C 4.8167 -0.0635 6.9898
C 5.2388 0.2295 5.7200
N 5.7386 -0.9195 5.1710
C 5.6418 -1.9439 6.0712
H 4.8650 -2.0059 8.1084
H 4.3771 0.6343 7.6829
H 5.2266 1.1521 5.1651
H 6.1281 -0.9967 4.2490
H 5.9817 -2.9347 5.8242
C 5.2861 -3.6779 -5.6848
C 6.1582 -4.5058 -4.9269
C 6.7227 -3.7231 -3.9560
N 6.2247 -2.4558 -4.0984
C 5.3478 -2.4188 -5.1487
H 4.6812 -3.9785 -6.5236
H 6.3458 -5.5551 -5.0787
H 7.4300 -3.9580 -3.1789
H 6.4670 -1.6701 -3.5235
H 4.8439 -1.5061 -5.4188
C 4.2234 -7.5090 -2.2921
C 3.0766 -8.3125 -2.0439
C 2.0329 -7.4633 -1.7881
N 2.5054 -6.1825 -1.8685
C 3.8367 -6.1999 -2.1791
H 5.2157 -7.8531 -2.5311
H 3.0247 -9.3881 -2.0551
H 1.0004 -7.6620 -1.5572
H 1.9614 -5.3504 -1.7287
H 4.3933 -5.2855 -2.3007
C 6.2330 -3.8590 -10.8612
C 7.3495 -3.7534 -9.9861
C 6.9288 -3.0920 -8.8637
N 5.6055 -2.7910 -9.0287
C 5.1724 -3.2556 -10.2410
H 6.2123 -4.3246 -11.8320
H 8.3458 -4.1228 -10.1611
H 7.4516 -2.8129 -7.9655
H 5.0408 -2.3049 -8.3581
H 4.1526 -3.1193 -10.5570
C 1.9748 -4.4967 1.8542
C 2.6155 -4.6816 3.1107
C 1.9601 -3.8923 4.0207
N 0.9522 -3.2431 3.3658
C 0.9533 -3.6006 2.0482
H 2.2344 -4.9694 0.9201
H 3.4587 -5.3181 3.3202
H 2.1305 -3.7382 5.0725
H 0.3174 -2.5753 3.7667
H 0.2304 -3.1867 1.3650
C -5.5272 4.2727 -2.6838
C -5.1853 3.1604 -1.8664
C -5.3832 2.0282 -2.6104
N -5.8309 2.4141 -3.8453
C -5.9204 3.7793 -3.8985
H -5.4878 5.3151 -2.4143
H -4.8345 3.1882 -0.8465
H -5.2450 0.9885 -2.3677
H -6.0612 1.7906 -4.5959
H -6.2537 4.2814 -4.7903
C -3.9407 8.3965 -5.3634
C -3.5913 7.2833 -4.5489
C -3.7691 6.1543 -5.3016
N -4.2110 6.5425 -6.5375
C -4.3182 7.9068 -6.5841
H -3.9162 9.4361 -5.0835
H -3.2491 7.3097 -3.5281
H -3.6202 5.1159 -5.0636
H -4.4254 5.9217 -7.2948
H -4.6507 8.4089 -7.4761
```